Record 1
C2ClN2O2 as an isolated structure. Source: OMol25; level of theory: ωB97M-V/def2-TZVPD.

Geometry as XYZ:
```
7
Properties=species:S:1:pos:R:3
C -0.55830 0.49498 -1.10291
C 0.43551 -0.15805 0.39653
N 0.67494 0.48590 1.69471
N -0.34860 -0.15112 1.55188
O -1.26677 1.43022 -0.77559
O -0.25487 -0.29511 -2.00020
Cl 1.31810 -1.80682 0.23557
```

The value obtained for the highest occupied orbital energy is -4.64 eV. The value obtained for the gap between HOMO and LUMO is 8.539 eV. The net charge is -1. For the LUMO energy, the calculation gives 3.903 eV.

---

Record 2
C12H32AsN4SY as an isolated structure. Source: OMol25; level of theory: ωB97M-V/def2-TZVPD.

Geometry as XYZ:
```
51
Properties=species:S:1:pos:R:3
Y -0.68700 0.24886 -0.24051
N -2.31048 1.93663 0.23994
C -3.74640 1.52961 -0.05339
C -3.96139 1.17894 -1.52237
C -3.49809 -0.21555 -1.93222
N -1.99513 -0.28464 -2.15666
H -2.28291 2.25666 1.21168
H -2.13302 2.78925 -0.29682
H -4.39971 2.34549 0.25113
H -3.97936 0.67780 0.58918
H -3.50779 1.93974 -2.16904
H -5.03031 1.24929 -1.72913
H -3.99181 -0.53584 -2.84815
H -3.74410 -0.95079 -1.16304
H -1.78837 0.33114 -2.94684
H -1.78941 -1.21929 -2.51933
C 3.06540 2.98552 -1.81012
C 1.62712 2.53029 -1.46921
N 1.61345 1.15330 -0.88615
C 2.24651 0.22567 -1.87371
C 3.71015 0.63127 -2.17070
N 4.00439 1.88808 -1.40614
C 3.89412 1.63114 0.06724
C 2.44795 1.16272 0.35919
H 3.35421 3.88381 -1.26804
H 3.20229 3.16686 -2.87441
H 1.02002 2.53051 -2.37450
H 1.17845 3.21932 -0.75347
H 1.66463 0.25594 -2.79540
H 2.21673 -0.78980 -1.47541
H 3.87519 0.83487 -3.22688
H 4.42452 -0.12410 -1.84969
H 4.96175 2.18442 -1.61918
H 4.14637 2.55359 0.58659
H 4.63189 0.87527 0.32831
H 1.98528 1.83600 1.08230
H 2.45726 0.15936 0.78117
C -2.20897 -2.17780 3.66821
As -0.78387 -3.00688 2.70286
C -1.40174 -4.54332 1.75028
C 0.64908 -3.45452 3.88141
S 0.12871 -1.58491 1.23662
H -2.47151 -2.86863 4.47348
H -3.07429 -2.04314 3.02286
H -1.87676 -1.23698 4.10124
H -1.55164 -5.33138 2.49182
H -0.65018 -4.86033 1.03064
H -2.34716 -4.32130 1.26007
H 0.27051 -4.20445 4.57942
H 0.96126 -2.56679 4.42783
H 1.47416 -3.87090 3.30703
```

The value obtained for the highest occupied orbital energy is -21.83 eV. The value obtained for the gap between HOMO and LUMO is 9.241 eV. The net charge is +4. For the LUMO energy, the calculation gives -12.590 eV.

---

Record 3
A 2-piece molecular cluster, C9H13O3P overall. Source: OMol25; level of theory: ωB97M-V/def2-TZVPD.

Geometry as XYZ:
```
26
Properties=species:S:1:pos:R:3
C -0.36904 2.19229 2.14952
C -0.47262 1.74030 1.04850
C -2.44001 0.95592 -0.41879
C 1.28839 -2.40410 -1.65964
C 2.27905 -1.30726 -1.05588
C 0.11097 -1.51325 -2.08818
C 1.51568 -0.47456 -0.05117
C -0.55177 2.74418 3.45952
C -1.00250 0.80593 -0.72005
O -3.06127 -0.05621 0.18343
O -3.05576 1.85493 -0.92315
O -0.89446 -1.57351 0.65556
P -0.24972 -0.80165 -0.42917
H 1.59660 -2.86131 -2.63074
H 1.08117 -3.29548 -0.91649
H 3.05924 -1.72765 -0.44333
H 2.64853 -0.75509 -1.90814
H 0.33131 -0.79130 -2.95861
H -0.55133 -2.24412 -2.59585
H 1.86066 -0.87157 0.93443
H 1.59040 0.64894 -0.14602
H -1.37174 3.45110 3.39529
H -0.56642 1.90633 4.13505
H 0.29593 3.54545 3.79553
H -0.62741 1.54682 -1.30809
H -2.44388 -0.71514 0.49646
```

The value obtained for the highest occupied orbital energy is -9.83 eV. The value obtained for the gap between HOMO and LUMO is 9.407 eV. The net charge is 0. For the LUMO energy, the calculation gives -0.427 eV.

---

Record 4
C4H10N4O2 as an isolated structure. Source: OMol25; level of theory: ωB97M-V/def2-TZVPD.

Geometry as XYZ:
```
20
Properties=species:S:1:pos:R:3
C 1.18491 -1.37860 -1.06382
C 0.12281 -0.71668 1.31878
C -1.08371 0.32028 1.32519
C -0.81826 1.88789 -0.69454
H 2.14670 -2.27278 -0.71063
H 0.19333 -1.77570 -1.17750
H 1.23392 -0.86179 -2.19449
H -0.02066 -1.91203 1.15861
H 0.89804 -0.79441 2.20885
H -0.71161 1.28832 1.61032
H -1.98751 -0.10534 1.89769
H -1.43464 2.29653 -1.72261
H -0.82566 2.84721 -0.04622
H 0.25087 1.71059 -0.85699
N 1.05262 -0.39539 0.12892
N -1.39644 0.66418 -0.07068
N -1.87610 -0.33780 -0.94732
N 2.04430 0.36613 0.48946
O -1.93164 -1.37551 -0.28602
O 2.95873 0.54489 -0.36697
```

The value obtained for the highest occupied orbital energy is -9.25 eV. The value obtained for the gap between HOMO and LUMO is 9.548 eV. The net charge is 0. For the LUMO energy, the calculation gives 0.302 eV.

---

Record 5
C25H32B2F5N7O14P2V as an isolated structure. Source: OMol25; level of theory: ωB97M-V/def2-TZVPD.

Geometry as XYZ:
```
88
Properties=species:S:1:pos:R:3
V -1.90279 1.53419 1.12450
C -4.12743 2.93993 -2.37662
C -3.08642 2.50226 -1.41835
N -3.20103 2.57431 -0.14789
O -4.31130 3.13140 0.35736
B -4.00736 4.23913 1.32725
F -5.19056 4.78518 1.71170
F -3.13002 5.13614 0.70409
O -3.32309 3.73204 2.57849
N -2.11339 3.21888 2.31970
C -1.12027 3.59222 3.03598
C -1.23689 4.52876 4.18316
C 0.16646 3.00409 2.60206
N 0.09488 2.40803 1.47425
O 1.20125 1.74388 1.06154
B 1.35168 1.78483 -0.41990
F 2.46711 0.99664 -0.71891
F 1.48526 3.09023 -0.85604
O 0.19527 1.13307 -1.11447
N -1.00985 1.69592 -0.84872
C -1.77811 1.95022 -1.83989
C -1.42442 1.74661 -3.26629
C 1.39316 3.02649 3.43569
H -4.84297 3.58379 -1.87623
H -4.63457 2.04189 -2.74387
H -3.68334 3.45290 -3.22889
H -2.15250 5.10502 4.09031
H -0.37762 5.19502 4.23635
H -1.28492 3.95131 5.11038
H -0.37307 1.49608 -3.36143
H -1.64336 2.64822 -3.83856
H -2.06025 0.94364 -3.64944
H 1.38697 3.84833 4.14636
H 2.27520 3.07536 2.80185
H 1.42523 2.08492 3.99395
F 2.97307 -1.24831 1.47440
C 2.13764 -1.58650 0.45784
C 0.81445 -1.32666 0.57450
C -0.02109 -1.65388 -0.49628
C -1.37036 -1.11866 -0.49643
O -1.68765 -0.33901 0.42918
C -2.18585 -1.40199 -1.61691
C -1.63875 -2.10449 -2.64744
N -0.37794 -2.59653 -2.66675
C 0.12176 -3.24259 -3.85670
C -0.73061 -4.27661 -4.51881
C 0.50968 -4.68947 -3.78040
C 0.48165 -2.32283 -1.61395
C 1.86168 -2.56635 -1.70503
C 2.69951 -2.14612 -0.69438
N 4.11135 -2.20688 -0.87781
C 4.83081 -3.39128 -0.49477
C 5.46569 -3.23752 0.88431
N 6.38022 -2.03756 0.83452
C 5.63970 -0.76715 0.47748
C 4.88667 -0.98621 -0.83040
C -3.58440 -0.79166 -1.78023
O -3.83874 -0.38444 -2.92813
O -4.32115 -0.77891 -0.77054
H 0.41317 -0.81599 1.43831
H -2.21712 -2.25316 -3.54974
H 0.71250 -2.59174 -4.49110
H -0.72675 -4.30044 -5.59850
H -1.67995 -4.51159 -4.05880
H 1.37232 -5.01099 -4.34710
H 0.37117 -5.17717 -2.82509
H 2.29877 -2.97437 -2.60486
H 5.62569 -3.60465 -1.22526
H 4.16019 -4.24838 -0.48688
H 6.06626 -4.09919 1.17308
H 4.71592 -3.02879 1.64572
H 7.10691 -2.21117 0.13739
H 6.84986 -1.91668 1.73021
H 6.37768 0.02836 0.38717
H 4.97200 -0.56334 1.30505
H 5.62138 -1.00758 -1.64859
H 4.23186 -0.12961 -1.00515
O -1.20223 -1.83986 2.99493
P -1.50750 -0.44281 3.74161
O -0.93515 -0.38475 5.08884
O -1.07222 0.61593 2.73251
O -3.11545 -0.41162 3.81277
P -4.19836 -0.09066 2.66804
O -4.20663 -1.35726 1.76914
O -5.44487 0.38429 3.24179
O -3.42555 0.97610 1.75837
H -1.54066 -2.58356 3.50837
H -4.20751 -1.16866 0.76097
```

The value obtained for the highest occupied orbital energy (alpha / beta) is -8.52 / -8.52 eV. The expectation value of S² is 0.763. Its multiplicity is 2. The value obtained for the gap between HOMO and LUMO (alpha / beta) is 6.955 / 6.956 eV. The net charge is 0. For the LUMO energy (alpha / beta), the calculation gives -1.562 / -1.562 eV.

---

Record 6
One molecule with the formula C12H17NO2. Source: OMol25; level of theory: ωB97M-V/def2-TZVPD.

Geometry as XYZ:
```
32
Properties=species:S:1:pos:R:3
C 3.35022 2.25819 -0.09719
O 3.07095 0.89412 0.09471
C 1.76173 0.50036 0.15005
C 0.68164 1.34726 -0.03610
C -0.62912 0.88789 0.02734
C -0.88077 -0.45252 0.28259
C 0.20043 -1.29864 0.50061
C 1.50741 -0.85423 0.43349
O 2.51261 -1.75826 0.70265
C 3.39367 -2.01638 -0.37080
H 2.85804 -2.48557 -1.20470
H 3.88228 -1.10481 -0.72297
H 4.14223 -2.70655 0.01423
H 0.04438 -2.33800 0.74493
C -2.28318 -1.01271 0.34244
N -3.27729 -0.00139 0.01530
H -4.19798 -0.32989 0.28386
C -2.99557 1.29922 0.57839
C -1.77122 1.84552 -0.14994
H -1.50337 2.83442 0.22593
H -2.01067 1.93462 -1.21256
H -3.85997 1.94647 0.41180
H -2.79103 1.26431 1.66420
C -2.45350 -2.16040 -0.65820
H -2.27481 -1.78794 -1.66260
H -1.76037 -2.96952 -0.45056
H -3.46815 -2.54811 -0.60873
H -2.43026 -1.41166 1.36762
H 0.84105 2.39736 -0.22909
H 2.93064 2.87087 0.70707
H 2.97392 2.61604 -1.06137
H 4.43606 2.33990 -0.08243
```

Its SMILES is COc1cc2c(cc1OC)[C@H](C)NCC2. The value obtained for the highest occupied orbital energy is -8.07 eV. The value obtained for the gap between HOMO and LUMO is 8.974 eV. The net charge is 0. For the LUMO energy, the calculation gives 0.907 eV.

---

Table of ΔE to the lowest compared entry with this formula, charge and spin (eV), in record order: 0.000; 0.000; 3.989; 8.027; 0.000; 0.491
Table of max |F| (eV/A), in record order: 2.5; 0.5; 6.7; 4.7; 1.1; 0.6